Entry 1:
Below is the molecule C6H10, with properties calculated with ωB97M-V/def2-TZVPD.

The value obtained for the energy above the lowest of the compared OMol25 structures with the same formula, charge and spin is 1.892 eV. The calculation puts the LUMO energy at 1.0 eV. As for the SMILES: CC=C=CCC. Its frontier orbital gap is 10.02 eV. Its maximum force is 0.010 hartree/bohr.

The geometry in ORCA input format:
```
! wB97M-V def2-TZVPD RIJCOSX def2/J DEFGRID3
* xyz 0 1
C 0.505 -0.436 -0.899
C -1.856 0.137 -0.689
C 1.526 0.091 -0.269
C -1.674 0.032 0.827
C 2.556 -0.265 0.759
C -0.656 -0.314 -1.497
H 1.525 1.155 -0.497
H -2.620 0.244 1.334
H -0.730 -0.312 -2.587
H -0.925 0.738 1.203
H -2.015 1.193 -0.954
H 2.257 0.254 1.679
H 2.692 -1.324 0.990
H -1.339 -0.970 1.122
H 3.524 0.164 0.476
H -2.770 -0.387 -0.996
*
```

Atom charges from the Löwdin analysis, given in e for atoms 1 to 5: number 1, C, carries -0.0573; number 2, C, carries -0.2588; number 3, C, carries -0.1835; number 4, C, carries -0.1212; number 5, C, carries -0.1034

***

Entry 2:
Below is a cluster of 3 separate species, C6H13N3 in total, with properties calculated with ωB97M-V/def2-TZVPD.

The value obtained for the energy above the lowest of the compared OMol25 structures with the same formula, charge and spin is 11.524 eV. The calculation puts the LUMO energy at -1.2 eV. Its frontier orbital gap is 6.83 eV. Its maximum force is 0.104 hartree/bohr.

The geometry in ORCA input format:
```
! wB97M-V def2-TZVPD RIJCOSX def2/J DEFGRID3
* xyz 0 1
N 1.976 1.141 1.116
N 0.185 -1.822 -2.013
N -0.236 1.411 0.301
C 0.269 -2.204 -0.574
C -0.352 -1.033 0.231
C 0.303 0.236 -0.294
C 1.741 0.464 0.004
C 0.629 1.758 1.446
C -1.772 1.469 0.560
H -1.395 -1.224 -0.302
H -2.541 0.903 -0.231
H 0.197 1.465 2.585
H 1.839 -1.886 -2.553
H 0.186 0.296 -1.443
H -1.932 0.832 1.641
H 2.734 0.142 -0.600
H -0.235 -3.030 -0.194
H 1.269 -2.495 -0.386
H -2.186 2.403 0.795
H -0.727 -0.628 -2.485
H -0.485 -1.090 1.268
H 0.533 2.892 1.129
*
```

Atom charges from the Löwdin analysis, given in e for atoms 1 to 5: number 1, N, carries 0.0591; number 2, N, carries -0.1137; number 3, N, carries -0.2244; number 4, C, carries -0.3918; number 5, C, carries -0.1596

***

Entry 3:
Below is a structure of composition C16H44AlB3O8S4, with properties calculated with ωB97M-V/def2-TZVPD.

The value obtained for the energy above the lowest of the compared OMol25 structures with the same formula, charge and spin is 3.117 eV. The calculation puts the LUMO energy at -4.6 eV. Its frontier orbital gap is 4.36 eV. Its maximum force is 0.067 hartree/bohr.

The geometry in ORCA input format:
```
! wB97M-V def2-TZVPD RIJCOSX def2/J DEFGRID3
* xyz 0 1
S 2.268 2.700 1.931
S 2.922 -3.034 0.005
S -2.437 1.491 2.277
S -3.434 0.092 -2.514
Al 0.332 0.095 -0.807
O 1.743 3.452 3.054
O 3.783 -2.462 1.044
O 2.214 -2.124 -0.905
O -1.473 1.056 1.259
O -2.662 2.880 2.591
O -2.484 0.493 -1.463
O 1.336 2.094 0.999
O -3.573 -1.288 -2.847
C 4.807 2.257 2.442
C -2.378 0.474 3.824
C 3.325 -5.610 -0.679
C -3.856 0.237 4.148
C -5.651 0.901 -3.657
C -4.041 0.789 1.803
C 3.427 3.815 1.068
C -5.076 0.897 -2.221
C -3.212 1.025 -4.055
C -4.477 -0.242 2.869
C 3.912 -4.202 -1.011
C -4.592 1.296 -4.724
C 2.780 -5.486 0.762
C 1.889 -4.276 0.820
C 3.467 1.447 2.420
C 4.845 3.373 1.459
B -0.134 1.660 -3.610
B 3.023 0.926 -2.017
B 0.288 -1.480 1.770
H -4.623 0.746 -5.664
H -4.054 -1.208 2.588
H 2.232 -6.413 0.940
H 1.493 -3.889 1.751
H 5.549 1.466 2.347
H 3.377 3.438 0.043
H 3.739 -3.908 -2.046
H -3.881 0.464 0.773
H 3.462 0.602 1.735
H 1.124 -4.448 0.058
H -2.848 2.010 -3.762
H 0.826 2.041 -3.129
H 0.452 -2.120 0.829
H 2.546 -5.858 -1.402
H 2.293 1.446 -1.260
H 0.397 -2.143 2.699
H 3.643 -5.473 1.429
H 2.509 0.662 -3.000
H -0.745 1.058 -2.807
H 3.077 4.842 1.101
H 4.860 2.683 3.446
H 3.229 1.129 3.433
H -1.934 -0.501 3.624
H -6.250 -0.006 -3.709
H 3.295 -0.101 -1.591
H -6.329 1.755 -3.698
H -3.961 -0.439 4.997
H 5.434 3.040 0.601
H 4.034 -6.429 -0.795
H -5.562 -0.330 2.897
H -4.297 1.180 4.481
H -0.784 -1.092 1.697
H -0.769 2.515 -4.025
H 5.500 4.151 1.856
H 0.994 -0.591 1.946
H 4.974 -4.024 -0.851
H 3.983 1.538 -2.155
H -4.804 1.925 -1.986
H -4.733 2.347 -4.960
H -4.617 1.694 1.593
H 0.207 0.972 -4.456
H -2.364 0.612 -4.597
H -1.828 1.070 4.549
H -5.725 0.340 -1.553
*
```

Atom charges from the Löwdin analysis, given in e for atoms 1 to 5: number 1, S, carries 0.6911; number 2, S, carries 0.7094; number 3, S, carries 0.7176; number 4, S, carries 0.6929; number 5, Al, carries 1.3767

***

The records above yield total energy values of -234.53298; -400.26949; -3147.15686 Eh, respectively.